No. 1
{"formula": "C17H32MnO18P3", "method": "wB97M-V/def2-TZVPD", "homo_ev": [-3.581, -3.595], "s2": 8.752, "homo_lumo_gap_ha": [0.2188, 0.2193], "multiplicity": 6, "charge": -1, "e_lumo_ev": [2.373, 2.372], "symbols": ["Mn", "C", "C", "C", "O", "C", "C", "C", "O", "O", "O", "H", "H", "C", "C", "O", "O", "H", "H", "H", "C", "O", "P", "O", "O", "C", "O", "C", "H", "H", "H", "H", "H", "H", "H", "H", "H", "C", "O", "P", "O", "O", "C", "O", "C", "H", "H", "H", "H", "H", "H", "H", "H", "H", "C", "O", "P", "O", "O", "C", "O", "C", "H", "H", "H", "H", "H", "H", "H", "H", "H"], "positions_angstrom": [[-0.07, 0.67, 0.24], [-3.19, -0.37, -2.36], [-2.24, -0.20, -1.34], [-1.60, -1.53, -0.73], [-0.60, -1.39, 0.02], [-2.18, -2.75, -1.10], [-3.17, -2.85, -2.11], [-3.64, -1.59, -2.82], [-4.53, -1.58, -3.71], [-3.77, -3.92, -2.31], [-1.70, 0.90, -1.03], [-3.58, 0.55, -2.78], [-1.86, -3.64, -0.59], [0.43, 4.61, -0.17], [0.60, 3.14, 0.28], [1.33, 2.36, -0.37], [-0.14, 2.66, 1.17], [-0.39, 5.04, 0.40], [0.15, 4.53, -1.22], [1.30, 5.26, -0.08], [2.25, -3.10, 1.71], [2.83, -1.98, 2.35], [2.89, -0.58, 1.64], [1.59, -0.04, 1.24], [3.93, -0.79, 0.47], [4.36, 0.31, -0.33], [3.71, 0.27, 2.72], [2.93, 1.09, 3.56], [1.25, -3.29, 2.10], [2.82, -4.02, 1.87], [2.18, -3.03, 0.62], [3.52, 1.00, -0.50], [4.82, -0.08, -1.23], [5.07, 0.90, 0.26], [2.89, 0.67, 4.58], [1.87, 1.15, 3.30], [3.17, 2.13, 3.81], [-5.33, 0.49, 2.83], [-4.08, 0.38, 2.11], [-2.70, 0.41, 2.87], [-1.55, 0.33, 1.96], [-2.74, 1.76, 3.72], [-1.50, 2.32, 4.16], [-2.83, -0.77, 3.94], [-2.98, -2.09, 3.41], [-5.69, -0.53, 2.96], [-5.98, 1.10, 2.20], [-5.20, 0.94, 3.81], [-0.74, 1.54, 4.23], [-1.60, 2.67, 5.19], [-1.23, 3.17, 3.54], [-3.95, -2.55, 3.58], [-2.18, -2.68, 3.87], [-2.78, -2.14, 2.33], [3.45, -2.15, -3.88], [3.00, -1.32, -2.81], [1.75, -0.40, -3.01], [1.12, 0.11, -1.79], [2.23, 0.75, -4.07], [2.30, 2.08, -3.57], [0.82, -1.31, -3.95], [-0.43, -0.83, -4.45], [3.09, -1.81, -4.85], [3.29, -3.21, -3.73], [4.52, -1.99, -4.04], [2.33, 2.73, -4.45], [3.18, 2.16, -2.93], [1.45, 2.43, -2.98], [-1.25, -1.52, -4.31], [-0.28, -0.64, -5.52], [-0.72, 0.09, -3.94]]}

---

No. 2
{"formula": "C17H32N4O3", "method": "wB97M-V/def2-TZVPD", "homo_ev": -6.631, "homo_lumo_gap_ha": 0.1192, "de_lowest_kcal_mol": 168.38, "e_lumo_ev": -3.388, "symbols": ["C", "C", "O", "N", "C", "C", "C", "C", "C", "N", "O", "C", "N", "H", "H", "H", "H", "H", "H", "H", "H", "H", "H", "H", "H", "H", "H", "C", "C", "C", "C", "C", "C", "N", "O", "C", "C", "C", "H", "H", "H", "H", "H", "H", "H", "H", "H", "H", "H", "H", "H", "H", "H", "H", "H", "H"], "positions_angstrom": [[2.68, -1.17, -2.41], [3.10, 0.24, -2.73], [4.24, 0.61, -2.55], [2.06, 1.07, -3.25], [2.36, 1.55, -4.60], [1.64, 2.09, -2.31], [0.15, 2.02, -1.88], [-0.67, 0.86, -2.45], [-2.10, 1.32, -2.74], [-2.89, 0.87, -1.65], [-4.24, 1.41, -1.87], [-4.92, 0.47, -2.39], [-5.57, -0.38, -2.84], [2.13, -1.18, -1.48], [3.54, -1.81, -2.37], [1.99, -1.49, -3.18], [3.07, 0.90, -5.09], [1.46, 1.52, -5.19], [2.75, 2.56, -4.61], [1.82, 3.07, -2.75], [2.25, 2.08, -1.42], [0.13, 1.90, -0.80], [-0.31, 2.98, -2.06], [-0.28, 0.44, -3.37], [-0.73, 0.10, -1.70], [-2.46, 0.89, -3.68], [-2.14, 2.40, -2.87], [-2.43, -1.12, 2.80], [-1.27, -1.49, 1.85], [-0.47, -2.67, 2.42], [0.43, -2.30, 3.60], [1.32, -1.11, 3.26], [0.54, 0.11, 2.76], [-0.37, -0.31, 1.64], [0.26, -0.41, 0.57], [-0.25, 0.75, 3.91], [1.51, 1.18, 2.27], [-1.91, -1.90, 0.53], [-2.71, -0.07, 2.70], [-3.32, -1.71, 2.56], [-2.21, -1.32, 3.85], [0.16, -3.09, 1.63], [-1.17, -3.45, 2.72], [-0.17, -2.09, 4.49], [1.06, -3.15, 3.86], [1.90, -0.81, 4.14], [2.05, -1.41, 2.50], [-0.90, 1.54, 3.55], [0.44, 1.19, 4.63], [-0.86, 0.04, 4.48], [2.20, 0.81, 1.52], [2.10, 1.54, 3.11], [0.97, 2.04, 1.86], [-2.45, -1.07, 0.08], [-2.62, -2.71, 0.71], [-1.18, -2.27, -0.19]]}

---

No. 3
{"formula": "C17H33As3Br3CuN", "method": "wB97M-V/def2-TZVPD", "homo_ev": [-13.361, -13.353], "s2": 0.752, "homo_lumo_gap_ha": [0.3171, 0.1523], "multiplicity": 2, "charge": 2, "e_lumo_ev": [-4.732, -9.209], "symbols": ["Cu", "C", "As", "C", "C", "C", "C", "C", "As", "C", "C", "C", "As", "C", "C", "H", "H", "H", "H", "H", "H", "H", "H", "H", "H", "H", "H", "H", "H", "H", "H", "H", "H", "H", "H", "H", "H", "H", "H", "H", "H", "H", "Br", "C", "Br", "H", "H", "Br", "C", "C", "C", "N", "C", "C", "H", "H", "H", "H"], "positions_angstrom": [[0.36, 0.22, -2.02], [-2.02, 1.17, 0.35], [-0.91, -0.35, -0.16], [-2.28, -1.46, -0.98], [-0.76, -1.44, 1.49], [0.27, -1.32, 2.63], [-0.35, -2.09, 3.82], [1.61, -2.07, 2.39], [3.11, -1.71, 1.12], [3.17, 0.24, 0.86], [2.35, -2.26, -0.61], [0.55, 0.14, 3.05], [-0.57, 0.93, 4.51], [-0.09, 2.81, 4.46], [-2.47, 1.00, 4.04], [-2.87, 0.83, 0.95], [-2.41, 1.61, -0.57], [-1.46, 1.94, 0.88], [-3.06, -1.69, -0.26], [-1.85, -2.39, -1.34], [-2.72, -0.92, -1.82], [-0.73, -2.47, 1.11], [-1.76, -1.30, 1.92], [-0.49, -3.14, 3.58], [-1.33, -1.68, 4.09], [0.30, -2.03, 4.70], [1.36, -3.11, 2.17], [2.13, -2.09, 3.35], [3.37, 0.75, 1.80], [2.27, 0.63, 0.40], [4.01, 0.44, 0.19], [2.11, -3.32, -0.58], [3.12, -2.11, -1.37], [1.46, -1.69, -0.89], [0.47, 0.84, 2.21], [1.56, 0.22, 3.46], [0.98, 2.96, 4.62], [-0.63, 3.35, 5.24], [-0.38, 3.22, 3.49], [-2.86, 0.03, 3.74], [-2.60, 1.74, 3.25], [-3.01, 1.33, 4.92], [3.10, 0.32, -3.61], [3.46, 2.19, -3.27], [2.04, 2.97, -2.21], [3.51, 2.71, -4.21], [4.38, 2.26, -2.71], [-2.86, 0.45, -7.78], [-1.82, 0.38, -6.22], [-1.28, 1.54, -5.68], [-0.57, 1.45, -4.50], [-0.35, 0.30, -3.87], [-0.83, -0.83, -4.42], [-1.57, -0.83, -5.59], [-1.43, 2.50, -6.16], [-0.15, 2.34, -4.05], [-0.61, -1.75, -3.91], [-1.96, -1.76, -5.98]]}

---

No. 4
{"formula": "C17H33BFeN6Si2", "method": "wB97M-V/def2-TZVPD", "homo_ev": [-8.132, -7.928], "s2": 6.015, "homo_lumo_gap_ha": [0.3223, 0.3056], "multiplicity": 5, "de_lowest_kcal_mol": 17.75, "e_lumo_ev": [0.638, 0.388], "symbols": ["H", "N", "B", "N", "C", "Fe", "H", "C", "H", "C", "H", "C", "H", "H", "H", "N", "N", "N", "N", "C", "C", "H", "H", "C", "C", "C", "C", "H", "H", "H", "H", "H", "C", "Si", "C", "C", "C", "Si", "C", "C", "C", "H", "H", "H", "H", "H", "H", "H", "H", "H", "H", "H", "H", "H", "H", "H", "H", "H", "H", "H"], "positions_angstrom": [[-0.85, -3.01, -1.55], [-1.96, -1.29, -1.00], [-3.68, 0.62, -0.83], [-3.18, -0.74, -1.42], [-3.70, -1.52, -2.38], [-0.79, -0.47, 0.13], [-4.63, -1.22, -2.83], [-2.83, -2.58, -2.60], [-2.91, -3.38, -3.32], [-1.74, -2.43, -1.73], [-4.83, 0.81, -1.10], [1.50, 3.28, 0.39], [2.46, 2.93, 0.71], [0.78, 2.48, 0.57], [1.13, 4.14, 0.96], [-2.74, 1.73, -1.37], [-3.44, 0.65, 0.70], [-1.37, 1.52, -1.35], [-2.15, 0.51, 1.23], [-3.02, 2.87, -2.03], [-4.31, 0.91, 1.68], [-4.04, 3.19, -2.16], [-5.35, 1.08, 1.44], [-1.84, 3.40, -2.49], [-3.62, 0.95, 2.88], [-0.82, 2.52, -2.07], [-2.27, 0.70, 2.57], [-1.76, 4.30, -3.07], [-4.01, 1.15, 3.86], [0.25, 2.56, -2.26], [-1.43, 0.65, 3.23], [1.53, 3.56, -0.67], [3.46, 0.01, 1.99], [1.79, -0.86, 2.04], [1.99, -2.60, 2.72], [0.93, 0.10, 3.38], [0.94, -1.05, 0.36], [2.24, -1.15, -1.01], [3.54, -2.44, -0.58], [1.56, -1.67, -2.67], [3.15, 0.45, -1.37], [3.82, 0.08, 3.03], [3.39, 1.04, 1.61], [4.23, -0.52, 1.41], [2.52, -2.55, 3.68], [1.00, -3.05, 2.90], [2.55, -3.25, 2.03], [0.54, 1.06, 3.00], [0.11, -0.49, 3.81], [1.65, 0.32, 4.18], [0.51, -2.10, 0.41], [3.04, -3.38, -0.31], [4.16, -2.64, -1.47], [4.20, -2.15, 0.24], [0.73, -1.02, -2.98], [2.36, -1.59, -3.42], [1.21, -2.71, -2.66], [2.42, 1.18, -1.73], [3.71, 0.88, -0.54], [3.87, 0.24, -2.18]]}